Molecular formula: H7O3S
Method: DFT, ωB97M-V with the def2-TZVPD basis set

```
11
Properties=species:S:1:pos:R:3:forces:R:3:lowdin_charge:R:1
S 0.55725 0.81246 -0.38452 0.00 -0.29 0.02 -0.209
H 1.83570 0.39240 -0.51613 -0.22 0.12 0.06 -0.461
H 1.87117 -3.04799 -0.68204 0.08 0.34 -0.29 0.019
H 1.13936 -2.43605 0.51765 0.05 0.12 -0.32 0.011
O 1.37631 -3.27597 0.10048 -0.20 -0.29 0.58 -0.084
H -1.93922 -0.75920 -1.64405 0.62 0.88 -0.24 -0.021
H -1.79984 -1.80874 -0.60375 0.48 -0.10 0.47 0.002
O -2.35202 -1.55152 -1.33329 -0.95 -0.71 -0.21 -0.084
H -0.31127 2.43940 1.66880 0.53 1.06 -0.32 -0.036
H 0.00525 3.93704 1.29887 0.48 0.43 -1.59 -0.018
O -0.23119 3.36762 1.99560 -0.88 -1.58 1.84 -0.117
```
Forces are in eV/Å.

Results
ΔE to the lowest compared entry with this formula, charge and spin = 65.8 kJ/mol
Frontier orbital gap = 7.4 eV
Total charge = -1
E = -628.154178 hartree

=====

Molecular formula: C7H13NO2
Method: DFT, ωB97M-V with the def2-TZVPD basis set

```
23
Properties=species:S:1:pos:R:3:forces:R:3:lowdin_charge:R:1
C -1.29598 -0.83889 -1.69819 0.74 -0.66 0.08 0.011
C -1.46162 -0.57508 -0.21534 -2.72 2.02 0.82 -0.445
O -2.32058 -1.14800 0.43678 1.14 -0.09 -0.35 0.066
N -0.97961 0.71168 0.24466 -0.43 -0.87 -0.13 -0.073
C -1.65120 1.52193 1.24143 -0.32 -0.07 0.05 -0.018
C 0.35272 0.83907 -0.02556 0.79 -1.77 -0.46 -0.370
O 0.78208 1.96742 -0.65479 0.18 0.03 0.03 0.091
C 1.08306 -0.32030 0.09743 1.42 2.28 0.14 -0.275
C 1.05094 -1.13384 1.36685 -0.78 -0.52 -0.54 -0.049
C 2.37869 -0.44039 -0.66575 -0.08 0.22 0.01 -0.057
H -0.66838 -1.72227 -1.80478 -0.04 -0.08 -0.27 0.086
H -2.27177 -1.06271 -2.12841 -0.04 0.00 0.25 0.088
H -0.84062 -0.02656 -2.26024 0.10 0.06 0.24 0.084
H -1.93673 2.48134 0.80328 -0.08 0.02 0.12 0.084
H -1.01741 1.70706 2.11089 0.01 -0.09 -0.04 0.096
H -2.54778 0.99282 1.56276 0.05 0.06 -0.01 0.090
H 0.02857 2.52408 -0.89148 -0.01 -0.23 -0.05 0.116
H 1.18248 -2.18765 1.11620 0.01 -0.14 0.21 0.082
H 1.86027 -0.84621 2.04172 0.10 0.09 -0.17 0.084
H 0.11450 -1.02816 1.90777 -0.11 -0.04 0.07 0.075
H 3.23615 -0.19050 -0.03653 0.09 -0.14 0.06 0.082
H 2.50697 -1.46009 -1.03113 0.07 -0.08 0.04 0.079
H 2.41526 0.23523 -1.51757 -0.08 0.00 -0.08 0.072
```
Forces are in eV/Å.

Results
ΔE to the lowest compared entry with this formula, charge and spin = 203.8 kJ/mol
SMILES = CC(=O)N(C)C(O)=C(C)C
Frontier orbital gap = 8.7 eV
Total charge = 0
E = -479.718915 hartree

=====

Molecular formula: F2OSi
Method: DFT, ωB97M-V with the def2-TZVPD basis set

```
4
Properties=species:S:1:pos:R:3:forces:R:3:lowdin_charge:R:1
O 0.07942 1.04661 1.11835 -0.20 -1.00 0.14 -0.267
Si 0.01964 -0.08685 0.10756 -0.03 2.64 0.42 0.386
F -1.29309 -0.85050 -0.28842 0.65 -0.51 -0.25 -0.055
F 1.19403 -0.10926 -0.93750 -0.42 -1.13 -0.31 -0.063
```
Forces are in eV/Å.

Results
ΔE to the lowest compared entry with this formula, charge and spin = 12.9 kJ/mol
SMILES = O=[Si](F)F
Frontier orbital gap = 10.2 eV
Total charge = 0
E = -564.580556 hartree

=====

Molecular formula: C4H32BO24
Method: DFT, ωB97M-V with the def2-TZVPD basis set

```
61
Properties=species:S:1:pos:R:3:forces:R:3:lowdin_charge:R:1
O 2.32502 2.19525 -0.07023 -2.22 -3.24 1.52 0.093
C 1.64551 1.23555 0.35182 0.95 1.38 -0.76 -0.274
O 0.51316 0.78030 -0.15563 0.14 0.21 -0.82 0.225
B 0.04788 -0.46622 0.49085 1.00 0.51 -0.29 -0.862
O 0.89647 -0.60690 1.64157 1.24 0.52 0.45 0.267
C 1.88212 0.31149 1.61212 1.82 1.06 1.95 -0.257
O 2.76539 0.51846 2.45121 -2.65 -1.03 -2.43 0.132
O 0.10654 -1.68043 -0.38562 -2.22 0.15 -0.26 0.247
C -1.15904 -2.07796 -0.62262 1.23 -2.94 -1.55 -0.253
O -1.52722 -3.06398 -1.25472 0.81 2.69 1.39 0.182
C -2.12020 -1.17726 0.20327 1.92 0.08 -0.18 -0.358
O -1.37618 -0.33517 0.82830 -0.40 0.62 0.59 0.267
O -3.28843 -1.31501 0.27756 -2.08 0.08 0.12 0.231
O 4.18878 2.80494 -2.48094 0.05 0.24 -0.17 -0.044
H 4.27173 2.03280 -3.04055 0.08 -0.13 -0.18 0.031
H 3.57600 2.53957 -1.79515 -0.13 -0.08 0.33 -0.020
O -2.82177 -1.78762 -4.15111 0.25 0.55 0.46 -0.022
H -2.99768 -2.62400 -3.72013 -0.30 -0.67 0.06 -0.013
H -3.32290 -1.82730 -4.96567 -0.15 0.00 -0.23 0.057
O 4.89761 0.90412 0.32691 0.43 -0.42 0.07 -0.025
H 4.14938 1.32776 0.74752 -0.12 0.44 0.21 0.001
H 4.50735 0.29405 -0.29899 0.01 -0.11 -0.29 0.041
O 2.15569 -3.49089 -1.97954 0.01 -0.27 -0.19 -0.038
H 1.92956 -3.51631 -1.04977 -0.05 -0.01 0.28 0.026
H 2.04869 -2.57259 -2.22751 -0.04 0.24 -0.12 0.029
O -4.87925 -0.93020 -2.07642 -0.58 -0.47 0.25 0.101
H -4.93282 -0.16449 -1.50452 -0.17 0.49 0.28 0.067
H -3.94096 -1.09505 -2.16949 0.74 -0.21 -0.59 0.027
O 2.34114 1.63852 5.07059 -0.29 0.03 0.31 -0.038
H 1.41360 1.80683 5.23667 -0.16 0.12 0.21 0.049
H 2.35836 1.21580 4.21197 0.07 -0.29 -0.35 -0.004
O -0.71909 -4.42468 -3.73148 -0.29 -0.01 -0.31 -0.033
H -0.72444 -3.67751 -3.13320 0.30 0.32 0.22 0.004
H -0.05444 -5.01354 -3.37409 0.27 -0.17 0.09 0.059
O 4.96075 2.08626 4.30878 0.29 0.41 -0.07 -0.062
H 4.11498 1.92520 4.72706 -0.14 0.18 0.31 -0.027
H 5.03250 1.40349 3.64176 0.35 -0.39 -0.11 -0.023
O 1.81608 4.98058 0.12998 -0.45 0.02 0.06 -0.045
H 2.35342 5.73187 -0.12115 0.08 0.25 0.00 0.043
H 2.19570 4.24345 -0.34830 0.22 -0.30 -0.06 -0.005
O -1.97011 1.45851 -1.96043 -0.35 -1.02 -0.54 -0.034
H -2.89145 1.51150 -1.70636 -0.23 0.20 -0.06 0.025
H -1.49964 1.89321 -1.24915 0.39 0.48 0.41 -0.030
O -3.05374 0.28098 3.31822 -0.17 -1.12 0.57 -0.032
H -2.54959 -0.18571 2.65170 0.17 -0.03 0.04 -0.005
H -3.07492 1.18764 3.01202 -0.13 0.69 -0.31 -0.030
O -1.19277 3.25861 -0.13981 -0.11 -0.19 0.33 -0.023
H -1.55110 4.00831 -0.61499 -0.15 0.30 -0.14 0.084
H -0.28693 3.50429 0.04811 0.56 0.25 0.09 0.045
O -3.46230 -4.67518 -3.33383 -0.78 0.41 -0.02 -0.051
H -3.57997 -5.14846 -2.51020 -0.12 -0.08 0.19 0.043
H -2.51558 -4.55520 -3.40854 0.87 -0.48 -0.27 -0.034
O -5.70229 -2.83466 0.09229 -0.16 -0.43 -0.39 0.133
H -6.18668 -2.28922 0.71204 -0.38 0.25 0.47 0.083
H -4.92354 -2.32093 -0.12183 0.68 0.28 -0.27 -0.001
O 5.79466 -0.42880 2.92317 -0.15 -0.21 0.38 -0.045
H 5.28841 -0.36742 2.11313 -0.10 0.19 -0.47 -0.007
H 6.68958 -0.60685 2.63397 0.24 0.07 -0.03 0.046
O -3.02084 2.61728 2.05572 -0.44 0.04 0.18 -0.030
H -2.48376 3.24329 2.54141 0.15 0.33 0.07 0.068
H -2.45639 2.31959 1.34227 0.35 0.19 -0.44 0.015
```
Forces are in eV/Å.

Results
ΔE to the lowest compared entry with this formula, charge and spin = 0.0 kJ/mol
Frontier orbital gap (alpha / beta) = 7.6 / 1.7 eV
Total charge = 0
Spin multiplicity = 2
E = -2002.294584 hartree

=====

Molecular formula: C28H56As3Cl2GeOTi
Method: DFT, ωB97M-V with the def2-TZVPD basis set

```
92
Properties=species:S:1:pos:R:3:forces:R:3:lowdin_charge:R:1
Ti -0.46123 -1.05298 -0.81478 0.23 0.24 -0.28 0.393
C 4.31598 -0.64640 -2.59896 -0.01 0.16 0.13 -0.293
As 2.75952 -0.48722 -1.40582 0.15 -0.15 0.21 1.069
C 3.11640 -2.08771 -0.33533 0.85 0.49 0.47 -0.321
C 3.34467 0.85362 -0.07798 0.01 -0.22 -0.11 -0.337
C 2.94432 2.28740 -0.45465 0.28 0.10 0.07 -0.666
C 3.48519 2.60974 -1.85053 -0.18 -0.21 -0.15 -0.090
C 1.42325 2.54237 -0.37846 -0.03 0.58 -0.44 -0.318
As 0.09161 1.61274 -1.53219 -0.22 -0.25 -0.18 1.133
C 0.61477 1.83404 -3.41670 -0.19 0.46 0.55 -0.291
C -1.36134 2.93469 -1.36930 0.57 -0.08 0.19 -0.262
C 3.67944 3.26790 0.50062 -0.01 -0.45 -0.31 -0.395
As 3.32443 3.39669 2.43147 -0.38 0.39 0.41 1.136
C 2.23350 1.86208 2.99694 0.24 -0.16 0.08 -0.359
C 1.81013 4.66938 2.33374 0.37 -0.02 -0.03 -0.341
H 5.22650 -0.81219 -2.00574 -0.23 0.03 -0.24 0.034
H 4.41203 0.25502 -3.20500 0.10 -0.06 0.08 0.007
H 4.13694 -1.48256 -3.27624 0.05 -0.05 0.14 0.025
H 4.13138 -2.05045 0.11899 -0.52 0.04 -0.35 0.050
H 3.02275 -2.97187 -0.94626 -0.14 -0.22 -0.16 -0.008
H 2.40554 -2.11408 0.48219 -0.14 -0.18 0.01 -0.025
H 4.42991 0.77362 0.06222 -0.10 0.11 -0.02 0.089
H 2.87322 0.55357 0.86154 0.03 0.00 -0.04 0.047
H 3.04648 1.98608 -2.62991 -0.01 -0.05 0.08 0.027
H 4.56321 2.45595 -1.88664 0.08 0.07 0.05 0.092
H 3.26595 3.63714 -2.11774 0.02 0.31 -0.04 0.088
H 1.25499 3.62625 -0.57216 0.04 -0.58 0.11 0.092
H 1.06317 2.33503 0.62947 -0.04 0.04 -0.08 0.031
H 1.01877 2.83008 -3.60647 0.02 -0.10 0.05 0.035
H -0.29771 1.70283 -3.99134 0.05 -0.06 -0.09 0.003
H 1.33862 1.06713 -3.65851 0.05 -0.13 -0.17 0.001
H -1.07839 3.91816 -1.75131 0.07 -0.11 0.05 0.039
H -1.57861 2.98907 -0.30479 0.01 0.20 -0.08 -0.011
H -2.25440 2.59041 -1.86934 -0.18 -0.21 -0.23 0.021
H 3.55538 4.29565 0.14256 -0.04 -0.01 0.03 0.067
H 4.75262 3.04612 0.41775 -0.20 0.06 0.02 0.061
H 2.87844 1.00923 3.19093 0.04 -0.09 0.02 0.007
H 1.44049 1.54662 2.33449 -0.18 -0.05 -0.24 -0.007
H 1.76736 2.14028 3.94045 0.07 0.13 0.11 0.025
H 2.17069 5.58226 1.84333 -0.24 -0.18 0.08 0.019
H 1.51935 4.91155 3.35287 -0.05 0.08 0.05 0.011
H 0.95148 4.24923 1.80894 0.06 0.12 -0.03 0.000
C -2.59985 -3.55853 -3.52751 -0.60 0.62 0.60 -0.233
Ge -2.83494 -1.71274 -2.77860 -0.71 -0.22 0.42 0.737
C -4.80740 -1.34482 -2.66623 0.97 -0.55 -0.33 -0.220
C -2.08261 -0.35993 -3.99983 0.09 -0.26 -0.19 -0.243
C -2.24317 -1.27698 -0.91479 0.22 -0.47 -0.63 -0.356
H -3.12691 -3.54975 -4.47495 -0.16 -0.04 -0.25 0.008
H -3.08934 -4.29562 -2.87815 0.16 0.17 -0.09 0.021
H -1.57471 -3.83251 -3.70386 0.35 0.00 0.07 -0.046
H -5.22268 -1.47485 -3.66369 -0.22 0.08 -0.01 0.009
H -4.92344 -0.32284 -2.33591 -0.21 0.27 0.11 -0.001
H -5.28897 -2.03668 -1.97475 0.00 0.10 0.00 0.017
H -2.50317 -0.43493 -5.01564 0.12 -0.01 0.36 0.031
H -0.99564 -0.47410 -4.06488 -0.14 -0.04 -0.06 -0.009
H -2.30264 0.62776 -3.59447 -0.09 0.05 -0.03 -0.001
H -2.95966 -1.30731 -0.08517 0.02 -0.05 -0.43 -0.006
Cl 1.26060 -5.74708 -0.82520 0.11 -0.14 0.09 0.535
C -0.39882 -5.59877 -1.13253 -0.08 0.26 0.18 -0.522
Cl 0.48610 -2.66561 -2.37814 -0.34 0.50 0.46 0.017
H -0.97623 -5.00527 -0.43748 0.08 -0.11 0.02 -0.013
H -0.69039 -5.66362 -2.15945 -0.10 -0.13 -0.28 -0.021
C 1.62755 -1.82604 3.03164 0.18 0.57 0.46 -0.069
C 0.35397 -2.65107 3.03200 0.02 -0.36 -0.35 -0.359
C 0.36550 -3.61460 1.84433 -0.17 -0.05 0.02 -0.074
C -0.88512 -1.79429 3.05523 0.21 0.08 -0.43 -0.140
C -1.78404 -2.02957 4.06049 -0.06 -0.34 0.60 -0.043
C -2.95908 -1.32297 4.16974 -0.46 -0.28 0.75 -0.080
C -3.22687 -0.29931 3.30411 -0.02 0.12 -0.44 -0.034
C -2.37734 -0.04404 2.23785 0.24 -0.17 0.19 -0.146
C -2.68984 1.08341 1.31075 -0.28 0.46 -0.78 -0.398
C -4.10884 1.07888 0.72062 0.45 -0.49 -0.56 -0.050
C -2.45636 2.42883 1.97868 0.38 -0.09 0.62 -0.063
C -1.22135 -0.82635 2.09680 0.16 0.02 -0.40 -0.219
O -0.43356 -0.67727 0.98663 0.27 -0.16 0.18 -0.279
H 2.53767 -2.43583 2.97285 -0.22 0.03 0.04 0.089
H 1.68097 -1.18802 3.92832 0.05 -0.26 -0.18 0.088
H 1.60238 -1.14717 2.18204 0.14 0.04 -0.08 0.040
H 0.30625 -3.26388 3.94129 0.16 0.12 -0.10 0.130
H 0.39999 -3.05116 0.90430 0.05 -0.30 0.07 0.038
H -0.51562 -4.26707 1.82917 0.09 0.18 0.02 0.089
H 1.24785 -4.24981 1.90814 0.06 -0.03 -0.18 0.074
H -1.53091 -2.80183 4.78164 -0.20 0.05 0.00 0.116
H -3.66464 -1.59956 4.93790 -0.08 0.14 0.19 0.102
H -4.11734 0.30209 3.39915 -0.19 0.00 0.11 0.113
H -2.01510 0.98266 0.46647 0.08 0.08 -0.11 0.060
H -4.85996 1.26519 1.46669 -0.41 0.00 0.41 0.070
H -4.32235 0.13543 0.20119 -0.08 0.22 0.29 0.061
H -4.19905 1.86410 -0.03346 0.06 0.09 0.05 0.079
H -3.07854 2.51297 2.86814 -0.03 0.01 0.17 0.084
H -2.72585 3.25557 1.33896 -0.07 0.28 -0.29 0.064
H -1.41326 2.54844 2.29721 -0.10 0.01 -0.03 0.082
```
Forces are in eV/Å.

Results
ΔE to the lowest compared entry with this formula, charge and spin = 0.0 kJ/mol
Frontier orbital gap (alpha / beta) = 8.4 / 8.4 eV
Total charge = 0
Spin multiplicity = 2
E = -11729.751506 hartree